Entry 1:
The following is a DFT calculation (the ωB97M-V functional and the def2-TZVPD basis) of 2 unconnected molecules or ions with the total composition CH3Cl5Si2.

Its total energy is -79458.38040 eV. For the energy above the lowest of the compared OMol25 structures with the same formula, charge and spin, the calculation gives 17.3 kcal/mol. The max |F| comes out at 3.648 eV/A. As for the orbital gap: 7.2 eV.

Structure (ORCA input):
```
! RIJCOSX wB97M-V def2-TZVPD def2/J DEFGRID3
* xyz 0 1
C 0.448 0.885 1.287
Si 1.459 1.616 -0.141
Si 4.021 -0.379 -0.062
Cl 4.786 -2.422 -0.434
Cl 0.624 1.382 -1.941
Cl 5.314 0.705 -1.216
Cl 4.590 -0.204 1.884
Cl 2.062 3.445 0.139
H -0.549 1.336 1.408
H 0.442 -0.125 1.183
H 0.963 1.002 2.218
*
```

Entry 2:
The following is a DFT calculation (the ωB97M-V functional and the def2-TZVPD basis) of 2 unconnected molecules or ions with the total composition C5H9NO.

Its SMILES is C=CC=C.C=NO. Its total energy is -8862.08147 eV. For the energy above the lowest of the compared OMol25 structures with the same formula, charge and spin, the calculation gives 164.4 kcal/mol. The max |F| comes out at 4.369 eV/A. As for the orbital gap: 8.3 eV.

Structure (ORCA input):
```
! RIJCOSX wB97M-V def2-TZVPD def2/J DEFGRID3
* xyz 0 1
C 0.789 -0.108 -0.340
C 0.372 0.198 1.073
C 1.187 -1.389 -0.627
C 1.065 1.131 1.793
H 1.159 0.775 -0.853
H 0.085 -0.698 1.625
H 1.354 -2.106 0.163
H 1.433 2.025 1.310
H 0.927 -1.848 -1.569
H 1.220 1.045 2.858
C -1.556 0.652 -0.094
O -1.555 -0.888 -1.777
N -1.113 0.387 -1.337
H -1.502 -0.826 -2.739
H -2.187 -0.063 0.425
H -1.679 1.711 0.090
*
```

Entry 3:
The following is a DFT calculation (the ωB97M-V functional and the def2-TZVPD basis) of a molecular structure, C18H21AlBN6O5S.

Its total energy is -56293.18818 eV. For the energy above the lowest of the compared OMol25 structures with the same formula, charge and spin, the calculation gives 10.8 kcal/mol. The max |F| comes out at 0.775 eV/A. As for the orbital gap: 9.3 eV.

Structure (ORCA input):
```
! RIJCOSX wB97M-V def2-TZVPD def2/J DEFGRID3
* xyz 1 1
Al 0.344 1.592 -0.716
O 2.109 5.174 -1.438
C 1.825 3.969 -1.040
O 0.715 3.609 -0.667
C 2.992 3.013 -1.077
O 2.580 1.758 -0.576
C 2.997 1.415 0.754
C 1.777 1.324 1.681
O 1.900 1.091 2.856
O 0.648 1.505 1.057
H 1.329 5.748 -1.469
H 3.318 2.903 -2.114
H 3.817 3.441 -0.506
H 3.480 0.438 0.732
H 3.705 2.137 1.159
B 0.625 1.755 -5.216
C 0.533 1.760 -3.702
N 0.499 1.753 -2.540
H -0.312 2.387 -5.626
H 1.682 2.267 -5.489
H 0.575 0.596 -5.539
S -1.961 1.795 -0.368
C -1.911 2.034 1.334
N -2.038 1.088 2.254
C -1.806 1.594 3.608
C -1.785 3.120 3.381
N -1.787 3.211 1.920
H -2.086 0.110 2.039
H -0.852 1.232 3.991
H -2.602 1.281 4.280
H -0.890 3.576 3.798
H -2.664 3.614 3.794
H -1.740 4.074 1.407
N -3.597 -8.017 1.227
C -2.961 -7.103 0.945
C -2.190 -5.949 0.590
C -0.948 -6.083 -0.022
C -0.226 -4.960 -0.379
C -0.730 -3.693 -0.120
C -1.969 -3.559 0.501
C -2.699 -4.678 0.848
N 0.021 -2.539 -0.486
C 1.344 -2.497 -0.872
C 1.639 -1.193 -1.099
N 0.524 -0.428 -0.844
C -0.427 -1.266 -0.481
H -0.552 -7.069 -0.223
H 0.726 -5.083 -0.876
H -2.386 -2.586 0.712
H -3.665 -4.571 1.321
H 1.965 -3.369 -0.959
H 2.557 -0.754 -1.450
H -1.441 -0.965 -0.294
*
```

Entry 4:
The following is a DFT calculation (the ωB97M-V functional and the def2-TZVPD basis) of 13 unconnected molecules or ions with the total composition C34H69F3N3O11S3.

Its total energy is -104021.99778 eV. The max |F| comes out at 4.450 eV/A. As for the orbital gap: 8.5 eV.

Structure (ORCA input):
```
! RIJCOSX wB97M-V def2-TZVPD def2/J DEFGRID3
* xyz -1 1
C -0.649 0.087 -0.055
O 0.146 -1.028 0.405
O -1.935 -0.227 0.128
C -0.109 1.383 0.542
F -0.202 1.522 1.872
F 1.181 1.675 0.212
F -0.833 2.402 0.015
C 1.313 -1.351 -0.306
C 2.027 -2.513 0.334
H 2.256 -2.268 1.376
H 1.414 -3.414 0.317
H 3.010 -2.688 -0.105
H 2.054 -0.540 -0.315
H 1.130 -1.577 -1.364
H -0.374 0.245 -1.119
C -2.007 4.149 3.321
C -3.029 4.857 2.547
N -3.841 5.445 1.987
H -1.289 3.548 2.764
H -2.380 3.541 4.141
H -1.380 4.951 3.719
C -1.462 -2.453 1.401
C -0.623 -3.566 1.882
N 0.032 -4.451 2.205
H -1.265 -1.616 2.067
H -2.503 -2.764 1.397
H -1.101 -2.210 0.402
C -3.959 -0.941 -0.512
C -4.811 -1.996 0.064
N -5.443 -2.815 0.562
H -2.988 -1.368 -0.747
H -3.791 -0.209 0.279
H -4.471 -0.467 -1.346
C -3.519 -0.265 -3.047
S -2.792 -1.493 -4.176
O -2.270 -0.763 -5.386
C -1.436 -2.050 -3.035
H -4.507 0.114 -3.296
H -2.823 0.570 -2.940
H -3.564 -0.720 -2.055
H -0.878 -1.156 -2.744
H -0.771 -2.759 -3.516
H -1.916 -2.318 -2.094
C -5.581 -0.647 3.601
S -3.759 -0.800 3.406
O -3.304 -0.822 4.845
C -3.541 0.982 2.951
H -6.090 -0.256 2.713
H -5.860 -0.031 4.452
H -6.022 -1.644 3.633
H -4.091 1.252 2.050
H -2.476 1.149 2.783
H -3.838 1.586 3.808
C 1.044 -0.259 3.842
S 0.187 0.697 5.111
O -0.817 -0.204 5.781
C 1.602 0.770 6.259
H 1.674 0.462 3.319
H 0.279 -0.539 3.118
H 1.569 -1.117 4.254
H 1.358 1.370 7.134
H 2.477 1.239 5.804
H 1.847 -0.251 6.550
C 6.728 -5.099 3.023
C 6.492 -3.739 2.441
O 7.294 -3.117 1.789
C 5.063 -3.246 2.650
H 5.933 -5.796 2.765
H 6.689 -5.036 4.113
H 7.733 -5.340 2.674
H 4.601 -2.984 1.700
H 5.248 -2.334 3.225
H 4.431 -3.941 3.194
C 0.970 -4.200 -2.308
C 0.930 -5.509 -1.545
O 0.119 -6.375 -1.769
C 2.048 -5.703 -0.547
H 0.087 -4.075 -2.930
H 1.903 -4.133 -2.867
H 0.992 -3.380 -1.586
H 3.031 -5.664 -1.015
H 1.934 -6.640 -0.003
H 1.960 -4.942 0.233
C 0.310 5.771 -2.491
C 0.559 6.226 -1.086
O 0.948 7.360 -0.894
C 0.322 5.241 -0.003
H -0.504 5.051 -2.568
H 1.214 5.317 -2.905
H 0.119 6.654 -3.100
H -0.735 4.972 -0.070
H 0.512 5.613 1.003
H 0.919 4.336 -0.119
C 0.754 0.902 -4.110
C 1.533 -0.264 -4.661
O 1.907 -1.187 -3.968
C 1.875 -0.182 -6.118
H -0.225 0.861 -4.601
H 1.197 1.882 -4.270
H 0.550 0.687 -3.061
H 2.677 -0.862 -6.390
H 2.137 0.858 -6.330
H 0.966 -0.335 -6.705
C 5.054 0.741 -2.099
C 4.654 2.151 -1.728
O 5.473 2.947 -1.325
C 3.222 2.588 -1.982
H 4.416 0.450 -2.936
H 4.831 -0.004 -1.330
H 6.121 0.624 -2.268
H 2.855 2.797 -0.978
H 2.672 1.814 -2.504
H 3.389 3.513 -2.533
C -4.847 2.171 -0.655
C -4.425 3.126 -1.721
O -5.135 3.469 -2.637
C -2.985 3.624 -1.609
H -5.928 2.058 -0.599
H -4.403 2.381 0.320
H -4.429 1.173 -0.831
H -2.314 2.847 -1.967
H -2.808 3.826 -0.551
H -2.937 4.616 -2.055
*
```

Entry 5:
The following is a DFT calculation (the ωB97M-V functional and the def2-TZVPD basis) of 2 unconnected molecules or ions with the total composition C3H4N2OS.

Its total energy is -19033.96769 eV. For the energy above the lowest of the compared OMol25 structures with the same formula, charge and spin, the calculation gives 117.2 kcal/mol. The max |F| comes out at 6.008 eV/A. As for the orbital gap (spin up / spin down): 7.4 / 7.4 eV.

Structure (ORCA input):
```
! RIJCOSX wB97M-V def2-TZVPD def2/J DEFGRID3
* xyz 0 1
C 1.506 -0.832 0.029
C 1.854 0.303 0.622
C -0.058 0.660 -0.241
N 0.295 -0.571 -0.522
N -2.725 0.924 0.208
O 0.880 1.222 0.404
S -3.774 -0.221 0.180
H 1.885 -1.830 0.014
H 2.877 0.557 1.101
H -0.209 -1.422 -1.018
H -2.532 1.210 -0.777
*
```

Entry 6:
The following is a DFT calculation (the ωB97M-V functional and the def2-TZVPD basis) of a molecular structure, C23H36Cl2CsF2O7PSi.

Its total energy is -86938.41496 eV. The max |F| comes out at 15.178 eV/A. As for the orbital gap: 5.6 eV.

Structure (ORCA input):
```
! RIJCOSX wB97M-V def2-TZVPD def2/J DEFGRID3
* xyz 0 1
C -1.107 0.176 -5.481
C 0.039 0.634 -4.356
O 1.277 0.115 -4.576
O -0.226 1.557 -3.243
C -1.080 0.963 -2.206
P -0.525 1.281 -0.406
C -0.377 3.180 -0.522
C -1.698 4.026 -0.045
C -2.934 4.019 -1.171
C -4.147 5.062 -0.815
O -5.322 4.350 -0.214
C 1.389 1.051 -0.699
F 1.610 -0.138 -1.606
F 2.021 2.200 -1.379
C 2.153 0.621 0.726
C 3.760 0.398 0.494
Si 4.325 -1.435 0.351
C 5.730 -1.824 1.663
C 5.123 -1.880 -1.383
C 2.949 -2.747 0.652
C 2.554 -3.422 2.101
C 1.371 -4.594 2.250
C 0.514 -5.160 0.935
C 0.909 -4.461 -0.529
C 2.090 -3.287 -0.676
O -2.145 1.291 0.325
C -2.403 0.152 1.264
C -2.222 0.833 2.749
C -3.027 0.067 3.957
C -4.393 -0.714 3.494
O -5.417 -0.085 2.910
O -4.485 -2.180 3.793
C -1.340 -0.984 0.746
Cl -0.594 -1.721 2.274
Cl -2.239 -2.434 0.002
O -0.459 -0.497 -0.344
H -0.909 -0.971 -5.683
H -0.780 0.734 -6.481
H -2.202 0.422 -5.147
H -1.095 -0.203 -2.396
H -2.203 1.343 -2.296
H -0.094 1.492 0.975
H -0.112 3.586 -1.613
H 0.503 3.499 0.219
H -1.353 5.170 -0.011
H -2.073 3.791 1.044
H -2.541 4.259 -2.265
H -3.430 2.939 -1.244
H -3.800 5.986 -0.186
H -4.566 5.507 -1.841
H -5.475 3.478 -0.707
H 2.036 1.538 1.465
H 1.640 -0.308 1.226
H 4.371 0.919 1.350
H 4.076 0.929 -0.524
H 6.002 -2.965 1.496
H 6.690 -1.154 1.484
H 5.310 -1.719 2.772
H 6.011 -1.147 -1.614
H 4.271 -1.841 -2.190
H 5.463 -3.017 -1.318
H 3.123 -3.116 3.080
H 1.116 -5.102 3.297
H -0.294 -6.011 1.050
H 0.353 -4.836 -1.497
H 2.303 -2.896 -1.765
H -3.486 -0.172 0.911
H -1.098 0.977 3.081
H -2.677 1.926 2.682
H -3.339 0.894 4.740
H -2.295 -0.665 4.532
H -3.596 -2.499 4.168
Cs 2.479 -5.181 -1.834
*
```

Entry 7:
The following is a DFT calculation (the ωB97M-V functional and the def2-TZVPD basis) of 2 unconnected molecules or ions with the total composition C5H9N3O2.

Its SMILES is N#C[C@H]1C[C@H](C(N)=O)N1.O. Its total energy is -13894.59295 eV. For the energy above the lowest of the compared OMol25 structures with the same formula, charge and spin, the calculation gives 45.9 kcal/mol. The max |F| comes out at 3.860 eV/A. As for the orbital gap: 10.4 eV.

Structure (ORCA input):
```
! RIJCOSX wB97M-V def2-TZVPD def2/J DEFGRID3
* xyz 0 1
N 1.832 -1.499 -0.100
C 0.376 -1.180 -0.248
O -0.421 -1.915 -0.813
C -0.099 -0.210 0.829
C -0.241 1.250 0.326
C -1.772 1.009 0.392
N -1.535 -0.243 1.126
C -2.583 2.000 1.126
N -3.180 2.795 1.716
H 2.119 -2.445 -0.327
H 2.378 -1.028 0.610
H 0.518 -0.330 1.733
H 0.132 1.990 1.040
H 0.144 1.478 -0.673
H -2.222 0.877 -0.603
H -2.029 -1.049 0.751
H 2.392 -0.475 -1.528
O 1.897 -0.153 -2.419
H 2.294 -0.873 -2.938
*
```

Entry 8:
The following is a DFT calculation (the ωB97M-V functional and the def2-TZVPD basis) of a molecular structure, C27H26N2O3PS4TeW.

Its total energy is -99290.09590 eV. For the energy above the lowest of the compared OMol25 structures with the same formula, charge and spin, the calculation gives 5.1 kcal/mol. The max |F| comes out at 0.497 eV/A. As for the orbital gap (spin up / spin down): 6.1 / 6.1 eV.

Structure (ORCA input):
```
! RIJCOSX wB97M-V def2-TZVPD def2/J DEFGRID3
* xyz 1 1
W -1.118 -1.199 0.448
O -4.876 -3.311 5.872
C -4.258 -2.934 4.927
S -4.029 -3.888 3.440
C -3.053 -2.696 2.615
C -2.777 -1.546 3.263
S -1.839 -0.263 2.535
S -3.413 -1.353 4.871
S -2.513 -2.972 0.983
N 0.455 -1.958 1.868
C 1.618 -1.150 2.223
C 2.383 -1.483 3.330
C 3.496 -0.720 3.644
C 3.843 0.370 2.855
C 3.070 0.699 1.755
C 1.951 -0.064 1.431
P 0.835 0.353 0.067
C 1.750 0.026 -1.466
C 1.188 0.447 -2.675
C 1.804 0.139 -3.879
C 2.973 -0.614 -3.888
C 3.526 -1.048 -2.693
C 2.920 -0.728 -1.483
C 0.633 2.150 0.177
C -0.155 2.650 1.215
C -0.324 4.018 1.362
C 0.285 4.894 0.470
C 1.077 4.400 -0.555
C 1.261 3.030 -0.701
H 0.775 -2.835 1.454
H -0.050 -2.202 2.718
H 2.107 -2.333 3.946
H 4.091 -0.973 4.511
H 4.709 0.967 3.107
H 3.322 1.563 1.149
H 0.275 1.033 -2.674
H 1.375 0.491 -4.809
H 3.455 -0.854 -4.828
H 4.439 -1.631 -2.695
H 3.364 -1.067 -0.555
H -0.625 1.973 1.917
H -0.930 4.401 2.175
H 0.147 5.962 0.582
H 1.562 5.081 -1.244
H 1.888 2.656 -1.499
C -3.897 1.764 1.102
Te -3.223 0.544 -0.509
C -2.402 2.192 -1.581
H -3.076 2.330 1.531
H -4.336 1.120 1.859
H -4.656 2.434 0.701
H -3.227 2.739 -2.031
H -1.771 1.790 -2.366
H -1.838 2.828 -0.904
O -2.524 -0.441 -3.336
C -1.725 -1.290 -3.034
C -1.017 -2.266 -3.967
C -0.027 -3.030 -3.075
C -0.331 -2.446 -1.733
O 0.152 -2.683 -0.596
N -1.263 -1.503 -1.741
H -0.531 -1.700 -4.758
H -1.760 -2.911 -4.434
H 1.018 -2.845 -3.329
H -0.185 -4.108 -3.063
*
```